(1)
This record from OMol25 describes a 2-piece molecular cluster, C6H9N2 overall in a non-equilibrium geometry. The level of theory is wB97M-V/def2-TZVPD.

Frontier orbital gap in eV: 10.7
DFT total energy in eV: -9333.704

Structure (ORCA input):
```
! wB97M-V def2-TZVPD RIJCOSX def2/J DEFGRID3
* xyz 1 1
C -3.14 -2.70 -0.20
C 3.28 0.05 0.92
C -2.52 -2.98 -1.18
C 2.25 0.56 0.62
C 1.03 2.20 -0.36
C 0.17 -0.08 -0.41
N -1.02 -0.30 0.07
N 0.95 1.02 0.41
H -3.67 -2.54 0.73
H 4.13 -0.41 1.33
H 0.04 2.54 -0.74
H 1.42 2.98 0.23
H 1.68 2.09 -1.18
H -2.28 -2.93 -2.14
H -1.27 0.31 0.90
H -1.62 -0.95 -0.39
H 0.57 1.14 1.41
*
```

---

(2)
This record from OMol25 describes an isolated ion of composition C6H9N2 and charge +1 in a non-equilibrium geometry. The level of theory is wB97M-V/def2-TZVPD.

Frontier orbital gap (alpha / beta) in eV: 7.3 / 6.6
DFT total energy in eV: -9335.259

Structure (ORCA input):
```
! wB97M-V def2-TZVPD RIJCOSX def2/J DEFGRID3
* xyz 1 1
C -1.34 0.01 1.09
C -2.70 0.80 -0.64
C -0.52 0.69 -0.96
C -1.72 1.05 -1.72
C 1.82 -0.86 -0.07
C 1.08 0.20 0.74
N -2.55 0.21 0.49
N -0.30 0.36 0.26
H -1.21 -0.45 2.05
H -1.82 0.41 -2.61
H -1.77 2.09 -2.06
H 1.85 -0.59 -1.12
H 1.36 -1.83 0.03
H 2.85 -0.92 0.29
H 1.58 1.16 0.65
H 1.03 -0.08 1.79
H -3.38 0.02 1.05
*
```

---

(3)
This record from OMol25 describes an isolated ion of composition C6H9N2 and charge +1 in a non-equilibrium geometry. The level of theory is wB97M-V/def2-TZVPD.

Frontier orbital gap (alpha / beta) in eV: 7.3 / 7.3
DFT total energy in eV: -9335.578

Structure (ORCA input):
```
! wB97M-V def2-TZVPD RIJCOSX def2/J DEFGRID3
* xyz 1 1
C 0.29 -1.39 -0.11
C -1.09 -1.31 -0.52
C 1.15 -0.29 0.00
C -1.80 -0.26 -0.23
C 2.59 -0.46 0.09
C -2.57 0.80 0.27
N 0.86 2.05 0.02
N 0.49 0.93 -0.26
H 0.82 -2.30 -0.11
H -1.34 -2.18 -1.00
H 2.86 -1.55 0.09
H 2.94 0.13 1.07
H 3.06 0.07 -0.68
H -2.34 1.86 0.03
H -2.49 0.59 1.35
H -3.68 0.49 0.15
H 0.24 2.82 -0.17
*
```

---

(4)
This record from OMol25 describes an isolated ion of composition C6H9N2 and charge +1 in a non-equilibrium geometry. The level of theory is wB97M-V/def2-TZVPD.

Frontier orbital gap (alpha / beta) in eV: 8.0 / 8.0
DFT total energy in eV: -9336.317

Structure (ORCA input):
```
! wB97M-V def2-TZVPD RIJCOSX def2/J DEFGRID3
* xyz 1 1
C 1.13 -0.59 0.94
C -0.50 0.58 -0.03
C 2.33 -2.05 -0.34
C -1.53 1.40 -0.24
C 0.33 -1.20 -1.24
C -2.15 2.26 0.81
N 0.24 0.27 1.05
N 1.33 -1.31 -0.27
H 1.88 -0.66 1.70
H 2.37 -2.87 -1.16
H 3.10 -2.02 0.42
H -1.81 1.64 -1.21
H -0.47 -1.89 -1.14
H 0.55 -1.05 -2.30
H -1.70 2.01 1.81
H -3.15 2.13 0.55
H -1.93 3.37 0.66
*
```

---

(5)
This record from OMol25 describes a 2-piece molecular cluster, C6H9N2O2 overall in a non-equilibrium geometry. The level of theory is wB97M-V/def2-TZVPD.

Frontier orbital gap in eV: 8.4
DFT total energy in eV: -13445.432

Structure (ORCA input):
```
! wB97M-V def2-TZVPD RIJCOSX def2/J DEFGRID3
* xyz -1 1
C -3.49 0.96 1.67
C 0.02 0.42 1.93
C -1.42 0.16 0.31
C -2.05 0.66 1.44
N -0.10 0.05 0.62
N -1.13 0.85 2.41
H 0.66 -0.47 -0.02
H 1.03 0.34 2.31
H -1.79 -0.11 -0.66
H -3.92 1.73 1.03
H -3.59 1.33 2.69
H -4.10 0.05 1.55
C 1.99 0.60 -2.30
C 2.04 -0.87 -1.92
O 1.43 -1.23 -0.85
O 2.67 -1.66 -2.62
H 2.40 0.76 -3.29
H 2.62 1.08 -1.54
H 1.02 1.06 -2.10
*
```

---

(6)
This record from OMol25 describes an isolated ion of composition C6H9N2O2S and charge +1 in a non-equilibrium geometry. The level of theory is wB97M-V/def2-TZVPD.

Frontier orbital gap in eV: 8.0
DFT total energy in eV: -24267.211
SMILES: CC1(C)SC[n+]2[nH]oc(=O)c21

Structure (ORCA input):
```
! wB97M-V def2-TZVPD RIJCOSX def2/J DEFGRID3
* xyz 1 1
C -1.29 -1.33 1.29
C -0.82 -0.38 0.09
C -1.14 -0.93 -1.31
S -1.74 1.15 0.28
C -0.13 2.21 -0.05
N 0.91 1.18 -0.10
N 2.22 1.46 0.07
O 2.85 0.20 0.23
C 1.95 -0.85 0.21
O 2.31 -1.95 0.35
C 0.63 -0.06 0.18
H -1.15 -0.83 2.25
H -0.90 -2.45 1.34
H -2.38 -1.67 1.27
H -0.32 -1.64 -1.66
H -1.35 -0.06 -1.94
H -2.14 -1.52 -1.23
H 0.11 3.03 0.59
H -0.27 2.40 -1.16
H 2.63 2.03 -0.70
*
```

---

Calculated relative energy (zero: lowest compared OMol25 entry of this formula, charge and spin), 8.549; 6.994; 6.676; 5.936; 0.331; 3.009 eV (same order as the records).